Below is a cluster of 10 separate species, C53H84ClO20 in total, with properties calculated with the ωB97M-V functional and the def2-TZVPD basis.

Last columns: bonded neighbours and bond lengths (Å).
Positions of all 158 atoms, in Å:
1 C 1.92976 3.14033 -2.32734  C2 1.337, H21 1.085, H22 1.079
2 C 0.77473 3.81432 -2.33467  C1 1.337, C3 1.463, H23 1.088
3 C -0.49067 3.22145 -1.90274  C2 1.463, O4 1.183, O5 1.331
4 O -0.52069 2.29301 -1.17099  C3 1.183
5 O -1.56134 3.82909 -2.40854  C3 1.331, C6 1.445
6 C -2.80900 3.14286 -2.16367  O5 1.445, C7 1.530, H24 1.084, H25 1.086
7 C -2.98851 1.90619 -3.04614  C6 1.530, C8 1.542, H26 1.087, H27 1.079
8 C -3.12123 0.59996 -2.23768  C7 1.542, C9 1.538, H28 1.097, H29 1.082
9 C -3.28235 -0.60361 -3.18197  C8 1.538, C10 1.551, H30 1.095, H31 1.090
10 C -2.02128 -1.48690 -3.37300  C9 1.551, C11 1.549, H32 1.092, H33 1.086
11 C -0.66221 -0.74483 -3.34282  C10 1.549, C12 1.550, H34 1.106, H35 1.094
12 C 0.28319 -1.31465 -2.25520  C11 1.550, C13 1.552, C17 1.520
13 C 1.58996 -0.48851 -2.38665  C12 1.552, C14 1.538, H36 1.110, H37 1.098
14 C 2.71457 -1.31983 -3.02631  C13 1.538, C15 1.527, C16 1.543, H38 1.090
15 C 3.10283 -2.56836 -2.23754  C14 1.527, H39 1.091, H40 1.088, H41 1.094
16 C 3.99394 -0.48525 -3.24159  C14 1.543, H42 1.090, H43 1.091, H44 1.093
17 C -0.33901 -1.15445 -0.87768  C12 1.520, C18 1.549, H45 1.110, H46 1.090
18 C 0.14355 -2.14437 0.21206  C17 1.549, C19 1.535, Cl20 1.806, H47 1.089
19 C 1.54941 -1.86100 0.75874  C18 1.535, H48 1.075, H49 1.086, H50 1.087
20 Cl -0.09277 -3.85797 -0.30833  C18 1.806
21 H 2.56014 3.14660 -3.20982  C1 1.085
22 H 2.32064 2.59964 -1.47883  C1 1.079
23 H 0.77325 4.84035 -2.69591  C2 1.088
24 H -2.96489 2.91704 -1.11504  C6 1.084
25 H -3.60032 3.83869 -2.42844  C6 1.086
26 H -2.19931 1.83964 -3.79039  C7 1.087
27 H -3.91488 1.99137 -3.59250  C7 1.079
28 H -4.05451 0.71365 -1.67323  C8 1.097
29 H -2.33095 0.48906 -1.50647  C8 1.082
30 H -4.04920 -1.25226 -2.74464  C9 1.095
31 H -3.69865 -0.29729 -4.14123  C9 1.090
32 H -2.11999 -1.95885 -4.35323  C10 1.092
33 H -1.96473 -2.31696 -2.67482  C10 1.086
34 H -0.76085 0.35520 -3.29412  C11 1.106
35 H -0.15108 -0.95816 -4.28648  C11 1.094
36 H 1.40092 0.33706 -3.10474  C13 1.110
37 H 1.88705 -0.02416 -1.43673  C13 1.098
38 H 2.32762 -1.67230 -3.98245  C14 1.090
39 H 3.62516 -3.26123 -2.89920  C15 1.091
40 H 2.22375 -3.09616 -1.87331  C15 1.088
41 H 3.71226 -2.30002 -1.36999  C15 1.094
42 H 4.83934 -1.13188 -3.47646  C16 1.090
43 H 4.17315 0.12054 -2.35255  C16 1.091
44 H 3.87659 0.16953 -4.10908  C16 1.093
45 H -0.13146 -0.15970 -0.43113  C17 1.110
46 H -1.42003 -1.29622 -0.89317  C17 1.090
47 H -0.55257 -1.99776 1.03633  C18 1.089
48 H 1.94236 -0.91278 0.43886  C19 1.075
49 H 2.21553 -2.69260 0.55123  C19 1.086
50 H 1.46695 -1.80876 1.84144  C19 1.087
51 O -4.13258 3.72876 -4.99512  C52 1.195
52 C -3.81586 4.81989 -5.36693  O51 1.195, O53 1.359, C56 1.515
53 O -4.02509 5.25403 -6.63720  C52 1.359, C54 1.438
54 C -3.44118 6.55609 -6.81507  O53 1.438, C55 1.522, H57 1.092, H58 1.087
55 C -3.33480 7.13771 -5.41289  C54 1.522, C56 1.527, H59 1.089, H60 1.092
56 C -3.10441 5.88965 -4.56401  C52 1.515, C55 1.527, H61 1.091, H62 1.086
57 H -2.46621 6.43580 -7.29137  C54 1.092
58 H -4.07832 7.14910 -7.46685  C54 1.087
59 H -2.55201 7.88861 -5.31877  C55 1.089
60 H -4.28202 7.60269 -5.13193  C55 1.092
61 H -2.04774 5.62889 -4.49206  C56 1.091
62 H -3.53608 5.97967 -3.57137  C56 1.086
63 O -3.46622 -5.76996 -5.44305  C64 1.201
64 C -2.97593 -5.91463 -4.35587  O63 1.201, O65 1.345, C68 1.518
65 O -1.72687 -5.52232 -4.04713  C64 1.345, C66 1.447
66 C -1.39297 -5.93494 -2.70105  O65 1.447, C67 1.517, H69 1.092, H70 1.087
67 C -2.72855 -6.12788 -2.00808  C66 1.517, C68 1.525, H71 1.089, H72 1.092
68 C -3.62092 -6.58571 -3.15685  C64 1.518, C67 1.525, H73 1.092, H74 1.087
69 H -0.81577 -6.86008 -2.75518  C66 1.092
70 H -0.79079 -5.17022 -2.21782  C66 1.087
71 H -2.68130 -6.82821 -1.17546  C67 1.089
72 H -3.08598 -5.17042 -1.62290  C67 1.092
73 H -3.58236 -7.66741 -3.29819  C68 1.092
74 H -4.65041 -6.25674 -3.03804  C68 1.087
75 O 0.22648 -8.70375 -1.02538  C76 1.201
76 C 1.02847 -8.14726 -0.32643  O75 1.201, O77 1.348, C80 1.519
77 O 1.32789 -6.83835 -0.44071  C76 1.348, C78 1.439
78 C 2.39612 -6.49128 0.45835  O77 1.439, C79 1.517, H81 1.092, H82 1.087
79 C 2.36518 -7.55783 1.53685  C78 1.517, C80 1.526, H83 1.088, H84 1.091
80 C 1.87372 -8.77907 0.76559  C76 1.519, C79 1.526, H85 1.091, H86 1.087
81 H 3.33318 -6.48966 -0.10314  C78 1.092
82 H 2.22489 -5.49385 0.85567  C78 1.087
83 H 3.32524 -7.70149 2.02755  C79 1.088
84 H 1.63575 -7.28559 2.30066  C79 1.091
85 H 2.69416 -9.33059 0.30303  C80 1.091
86 H 1.27383 -9.44410 1.38185  C80 1.087
87 O 3.01149 -1.20521 3.74843  C88 1.196
88 C 3.29711 -0.11158 3.35694  O87 1.196, O89 1.358, C92 1.518
89 O 3.13665 0.29496 2.07139  C88 1.358, C90 1.438
90 C 3.67408 1.61932 1.90984  O89 1.438, C91 1.519, H93 1.093, H94 1.088
91 C 3.67967 2.22591 3.30249  C90 1.519, C92 1.523, H95 1.088, H96 1.092
92 C 3.91736 1.00385 4.17893  C88 1.518, C91 1.523, H97 1.092, H98 1.087
93 H 4.67813 1.53576 1.48710  C90 1.093
94 H 3.04603 2.17723 1.21815  C90 1.088
95 H 4.42120 3.01165 3.42968  C91 1.088
96 H 2.69912 2.65161 3.52553  C91 1.092
97 H 4.98095 0.79592 4.31060  C92 1.092
98 H 3.42443 1.09414 5.14309  C92 1.087
99 O -3.89313 5.32263 -10.34009  C100 1.198
100 C -4.41813 4.25380 -10.20722  O99 1.198, O101 1.358, C104 1.514
101 O -5.04681 3.60913 -11.22397  C100 1.358, C102 1.439
102 C -5.66752 2.40853 -10.73058  O101 1.439, C103 1.520, H105 1.093, H106 1.088
103 C -4.91808 2.06632 -9.45293  C102 1.520, C104 1.525, H107 1.088, H108 1.091
104 C -4.53138 3.44680 -8.93169  C100 1.514, C103 1.525, H109 1.089, H110 1.084
105 H -6.72494 2.61589 -10.54943  C102 1.093
106 H -5.58696 1.62772 -11.48399  C102 1.088
107 H -5.50743 1.47755 -8.75273  C103 1.088
108 H -4.01728 1.49868 -9.69212  C103 1.091
109 H -5.31076 3.88255 -8.30910  C104 1.089
110 H -3.58858 3.43211 -8.39700  C104 1.084
111 O 3.93077 -6.35644 4.25212  C112 1.195
112 C 2.98957 -6.36226 4.98797  O111 1.195, O113 1.360, C116 1.516
113 O 1.72846 -6.02013 4.61138  C112 1.360, C114 1.438
114 C 0.86380 -6.03361 5.76058  O113 1.438, C115 1.519, H117 1.092, H118 1.088
115 C 1.54521 -6.93748 6.77365  C114 1.519, C116 1.523, H119 1.089, H120 1.092
116 C 3.01831 -6.70289 6.46510  C112 1.516, C115 1.523, H121 1.091, H122 1.086
117 H 0.75856 -5.00920 6.12404  C114 1.092
118 H -0.11500 -6.40475 5.46506  C114 1.088
119 H 1.26628 -6.71690 7.80281  C115 1.089
120 H 1.28869 -7.97933 6.57238  C115 1.092
121 H 3.42141 -5.85029 7.01332  C116 1.091
122 H 3.62059 -7.58887 6.64568  C116 1.086
123 O 5.15671 5.04683 4.98824  C124 1.196
124 C 5.07801 4.39590 5.98870  O123 1.196, O125 1.358, C128 1.517
125 O 4.07939 3.50419 6.21506  C124 1.358, C126 1.441
126 C 4.20283 2.96273 7.54438  O125 1.441, C127 1.519, H129 1.092, H130 1.088
127 C 5.65740 3.16701 7.93078  C126 1.519, C128 1.525, H131 1.088, H132 1.092
128 C 6.00527 4.45278 7.18757  C124 1.517, C127 1.525, H133 1.091, H134 1.086
129 H 3.51935 3.50378 8.20200  C126 1.092
130 H 3.92256 1.91182 7.53500  C126 1.088
131 H 5.81218 3.21946 9.00674  C127 1.088
132 H 6.26226 2.34466 7.54425  C127 1.092
133 H 5.76635 5.34208 7.77265  C128 1.091
134 H 7.04419 4.47771 6.87093  C128 1.086
135 O -4.58206 3.59244 3.16172  C136 1.197
136 C -3.44530 3.58833 2.78548  O135 1.197, O137 1.351, C140 1.518
137 O -3.07999 3.88017 1.51771  C136 1.351, C138 1.445
138 C -1.65845 3.68325 1.35244  O137 1.445, C139 1.520, H141 1.089, H142 1.088
139 C -1.08212 3.78157 2.75553  C138 1.520, C140 1.525, H143 1.089, H144 1.093
140 C -2.22069 3.22758 3.60632  C136 1.518, C139 1.525, H145 1.091, H146 1.087
141 H -1.49012 2.70544 0.90284  C138 1.089
142 H -1.26373 4.44724 0.68603  C138 1.088
143 H -0.13991 3.24641 2.86835  C139 1.089
144 H -0.90755 4.82867 3.01465  C139 1.093
145 H -2.17021 2.14163 3.70218  C140 1.091
146 H -2.26592 3.69239 4.58819  C140 1.087
147 O 1.23831 2.55617 9.79749  C148 1.197
148 C 0.65833 2.52252 8.75116  O147 1.197, O149 1.358, C152 1.517
149 O 0.89718 1.59572 7.78812  C148 1.358, C150 1.442
150 C 0.11779 1.90411 6.61423  O149 1.442, C151 1.519, H153 1.093, H154 1.088
151 C -1.03207 2.76445 7.10847  C150 1.519, C152 1.523, H155 1.088, H156 1.091
152 C -0.39423 3.50574 8.27647  C148 1.517, C151 1.523, H157 1.091, H158 1.086
153 H 0.75885 2.43244 5.90394  C150 1.093
154 H -0.22384 0.97768 6.15840  C150 1.088
155 H -1.44167 3.41607 6.33913  C151 1.088
156 H -1.83997 2.12857 7.47437  C151 1.091
157 H 0.10253 4.42285 7.95534  C152 1.091
158 H -1.10835 3.71827 9.06709  C152 1.086

As for the HOMO energy: -0.05275 Eh. As for the gap between HOMO and LUMO: 2.99 eV. For the energy relative to the best compared isomer or geometry (same formula, charge and spin), the calculation gives 24.8 kcal per mole. As for the net charge: -1.

Atom charges from the Löwdin analysis, given in e for atoms 1 to 99:
1 C 0.06
2 C -0.08
3 C -0.56
4 O 0.11
5 O 0.00
6 C -0.14
7 C -0.18
8 C -0.20
9 C -0.19
10 C -0.19
11 C -0.23
12 C -0.30
13 C -0.22
14 C -0.43
15 C -0.10
16 C -0.10
17 C -0.29
18 C -0.68
19 C -0.12
20 Cl 0.65
21 H 0.07
22 H 0.06
23 H 0.10
24 H 0.11
25 H 0.11
26 H 0.12
27 H 0.08
28 H 0.11
29 H 0.08
30 H 0.09
31 H 0.10
32 H 0.09
33 H 0.08
34 H 0.08
35 H 0.09
36 H 0.09
37 H 0.08
38 H 0.12
39 H 0.07
40 H 0.04
41 H 0.07
42 H 0.06
43 H 0.06
44 H 0.06
45 H 0.09
46 H 0.08
47 H 0.07
48 H 0.04
49 H 0.05
50 H 0.05
51 O 0.13
52 C -0.45
53 O 0.00
54 C -0.15
55 C -0.15
56 C -0.07
57 H 0.13
58 H 0.13
59 H 0.11
60 H 0.12
61 H 0.13
62 H 0.12
63 O 0.09
64 C -0.50
65 O 0.03
66 C -0.16
67 C -0.16
68 C -0.08
69 H 0.12
70 H 0.04
71 H 0.11
72 H 0.11
73 H 0.13
74 H 0.12
75 O 0.10
76 C -0.49
77 O 0.00
78 C -0.15
79 C -0.16
80 C -0.08
81 H 0.13
82 H 0.11
83 H 0.11
84 H 0.11
85 H 0.13
86 H 0.12
87 O 0.12
88 C -0.48
89 O 0.01
90 C -0.14
91 C -0.16
92 C -0.08
93 H 0.13
94 H 0.12
95 H 0.10
96 H 0.11
97 H 0.13
98 H 0.11
99 O 0.11